No. 1
C30H27GeNO5STc as an isolated structure, computed with ωB97M-V with the def2-TZVPD basis set.

```
! wB97M-V def2-TZVPD RIJCOSX def2/J DEFGRID3
* xyz 0 4
Tc -1.09952 -1.89288 -0.46806
O -6.03579 -3.89894 4.00261
C -5.24495 -2.98216 4.27522
O -5.10847 -2.23708 5.26318
C -4.21939 -2.69319 3.13760
C -3.34929 -1.61096 3.23634
C -2.46708 -1.34676 2.22003
N -2.38749 -2.13481 1.12299
C -3.22772 -3.20251 1.02658
C -4.15105 -3.49054 1.99657
C -3.05963 -4.02624 -0.22809
O -3.79619 -4.92731 -0.50942
O -2.01016 -3.62696 -0.95316
H -3.39470 -0.99344 4.12384
H -1.79708 -0.49865 2.24812
H -4.82000 -4.33261 1.87935
O 0.23294 -2.19409 -2.04048
S 1.27271 -1.85555 -3.09507
C 1.19696 -0.05226 -3.29407
C 0.75207 0.22914 -4.72600
C -0.26188 -0.86496 -5.05623
C 0.43414 -2.16440 -4.66964
H 2.15503 0.37381 -3.00428
H 0.43517 0.24950 -2.57225
H 1.60416 0.16118 -5.40788
H 0.33897 1.23395 -4.80999
H -0.55347 -0.86864 -6.10623
H -1.16619 -0.73302 -4.45721
H 1.21740 -2.43541 -5.38095
H -0.21426 -3.02406 -4.50429
C -0.78740 -0.03683 -0.07133
Ge 0.76979 1.04678 0.45147
C 2.42608 0.05021 0.20015
C 3.66779 0.68633 0.12627
C 4.83975 -0.04830 -0.00135
C 4.79211 -1.43554 -0.04667
C 3.57111 -2.08769 0.05260
C 2.40288 -1.34560 0.17695
C 0.56467 1.47676 2.33650
C 0.59915 0.43953 3.27242
C 0.41860 0.69919 4.62370
C 0.20738 2.00316 5.05399
C 0.18466 3.04294 4.13588
C 0.35979 2.78165 2.78129
C 0.63548 2.64915 -0.65000
C -0.53325 3.41086 -0.55183
C -0.72411 4.52841 -1.35412
C 0.25015 4.89766 -2.27320
C 1.41477 4.15080 -2.38458
C 1.60354 3.03257 -1.58016
H -1.66463 0.62293 -0.01792
H 3.72954 1.76753 0.18540
H 5.79319 0.46248 -0.05559
H 5.70568 -2.00850 -0.14151
H 3.52778 -3.16969 0.03791
H 1.46063 -1.87330 0.27271
H 0.77539 -0.58224 2.94742
H 0.43827 -0.11277 5.33952
H 0.06119 2.20710 6.10715
H 0.02637 4.05966 4.47272
H 0.33952 3.60145 2.07127
H -1.30071 3.13941 0.16698
H -1.63232 5.11133 -1.26143
H 0.10330 5.77000 -2.89802
H 2.18041 4.44268 -3.09398
H 2.51820 2.45973 -1.67976
*
```

## Properties
HOMO-LUMO gap (alpha / beta) in hartree: 0.2315 / 0.2067

No. 2
C30H27N4OPPdS2 as an isolated structure, computed with ωB97M-V with the def2-TZVPD basis set.

```
! wB97M-V def2-TZVPD RIJCOSX def2/J DEFGRID3
* xyz 0 3
Pd 0.64192 -0.44689 -1.60110
O 4.56257 -1.61358 -2.31786
C 3.34103 -1.48811 -2.24600
N 2.64077 -0.36418 -2.14630
C 3.35510 0.86639 -1.95693
C 2.40458 2.01192 -1.72519
C 2.88559 3.31895 -1.69990
C 2.02557 4.35694 -1.41864
C 0.68489 4.07796 -1.17370
C 0.27574 2.76500 -1.23092
N 1.11131 1.75611 -1.50597
C 2.46902 -2.73671 -2.31040
C 3.06677 -3.96446 -2.54833
C 2.27297 -5.09465 -2.61990
C 0.90138 -4.96555 -2.45572
C 0.38469 -3.70572 -2.21558
N 1.14748 -2.61787 -2.13765
H 3.99957 1.09640 -2.81328
H 4.00822 0.81268 -1.07682
H 3.93715 3.49428 -1.88534
H 2.39063 5.37535 -1.38292
H -0.02491 4.85570 -0.93091
H -0.75351 2.48931 -1.03261
H 4.14041 -3.98666 -2.66786
H 2.71450 -6.06562 -2.80375
H 0.24094 -5.81963 -2.50930
H -0.68025 -3.55791 -2.08107
S 2.86262 1.55848 1.62484
P 1.23314 0.51574 1.90192
S 0.88080 -1.14154 0.75820
C -0.24126 1.59782 1.76905
C -1.45523 1.12671 1.28566
C -2.54002 1.98378 1.14425
C -2.42087 3.31887 1.50041
C -1.21486 3.79207 2.00343
C -0.12962 2.93910 2.13067
C 1.13301 -0.14532 3.59886
C -0.03217 -0.77129 4.04059
C -0.10737 -1.27453 5.32770
C 0.98379 -1.16158 6.18199
C 2.14352 -0.54215 5.74525
C 2.21859 -0.03112 4.45524
H -1.53333 0.08989 0.99530
H -3.47734 1.60681 0.75290
H -3.26396 3.98976 1.39106
H -1.11740 4.83302 2.28552
H 0.82442 3.31326 2.47917
H -0.87998 -0.86615 3.37288
H -1.01488 -1.75748 5.66704
H 0.92601 -1.55782 7.18785
H 2.99422 -0.45300 6.40855
H 3.11488 0.46210 4.10097
C -5.84728 -1.13288 -1.97978
C -4.36089 -0.95313 -1.87993
C -3.59070 -1.73542 -1.02748
C -2.22698 -1.52236 -0.94486
N -1.59575 -0.59364 -1.66592
C -2.32986 0.16674 -2.48050
C -3.69802 0.02429 -2.61347
H -6.13917 -2.15119 -1.72781
H -6.20466 -0.90461 -2.98306
H -6.35603 -0.45957 -1.28677
H -4.04671 -2.50631 -0.41985
H -1.60527 -2.09345 -0.26441
H -1.79056 0.91378 -3.05124
H -4.23896 0.67289 -3.29025
*
```

## Properties
HOMO-LUMO gap (alpha / beta) in hartree: 0.2729 / 0.2508

No. 3
C30H27N6SSbSr as an isolated structure, computed with ωB97M-V with the def2-TZVPD basis set.

```
! wB97M-V def2-TZVPD RIJCOSX def2/J DEFGRID3
* xyz 2 1
Sr -0.11326 1.00084 -0.04152
C 2.58761 3.36710 2.32666
C 1.78563 4.02720 1.24347
C 1.87475 5.40698 1.05899
C 1.14728 6.00578 0.05633
C 0.35410 5.20072 -0.75918
C 0.31250 3.83694 -0.51868
N 1.00903 3.25933 0.47489
Sb -1.01687 2.99883 -2.14045
C 0.16254 1.15850 -2.87842
C -0.08253 0.85195 -4.20516
C 0.68079 -0.13348 -4.81854
C 1.65505 -0.78355 -4.09376
C 1.83357 -0.45448 -2.75122
C 2.84332 -1.16184 -1.90320
N 1.11654 0.52269 -2.19182
C -2.65674 1.96770 -0.90111
C -3.87087 1.89200 -1.56057
C -4.98021 1.40891 -0.88079
C -4.84310 1.01869 0.43281
C -3.59103 1.09810 1.04015
C -3.39700 0.67056 2.46135
N -2.54015 1.59528 0.37984
H 3.54642 3.86857 2.44701
H 2.77536 2.31748 2.10449
H 2.07715 3.43432 3.29069
H 2.52207 5.98275 1.70581
H 1.19835 7.07352 -0.10976
H -0.20678 5.65219 -1.56737
H -0.84133 1.37170 -4.77712
H 0.50941 -0.37831 -5.85857
H 2.26752 -1.55295 -4.54410
H 2.95923 -2.19795 -2.21804
H 2.54949 -1.14926 -0.85244
H 3.81792 -0.67622 -1.98241
H -3.97361 2.21250 -2.59020
H -5.93790 1.35049 -1.38076
H -5.68689 0.64153 0.99373
H -3.36875 1.54223 3.11836
H -2.45890 0.12820 2.58080
H -4.21129 0.02845 2.78921
N 0.56502 -3.44647 1.01479
C 0.58152 -4.23761 -0.16628
C 1.25109 -5.44701 -0.16251
C 1.28402 -6.22621 -1.31251
C 0.65827 -5.78305 -2.46501
C -0.00292 -4.55994 -2.46742
C -0.04711 -3.79305 -1.31772
S -0.95121 -2.26732 -1.33081
N -0.50651 -1.53423 0.14702
C 0.09442 -2.18624 1.08898
C 0.30000 -1.46964 2.38872
C 0.34839 -2.14681 3.59648
C 0.47508 -1.41488 4.77012
C 0.54950 -0.03563 4.69407
C 0.48157 0.55710 3.44300
N 0.35821 -0.13462 2.31208
H 1.09700 -3.79483 1.79508
H 1.74411 -5.78577 0.74136
H 1.80300 -7.17414 -1.30077
H 0.67702 -6.38439 -3.36294
H -0.49743 -4.21313 -3.36687
H 0.25145 -3.22317 3.63304
H 0.50651 -1.91923 5.72629
H 0.64811 0.57953 5.57677
H 0.52249 1.63677 3.34566
*
```

## Properties
HOMO-LUMO gap in hartree: 0.2650

No. 4
C30H27N9ReSSe as an isolated structure, computed with ωB97M-V with the def2-TZVPD basis set.

```
! wB97M-V def2-TZVPD RIJCOSX def2/J DEFGRID3
* xyz 4 4
Re 0.02692 -0.47188 0.73792
C 1.56696 -0.79400 3.40838
N 0.27032 -0.18362 2.98216
C 0.11965 1.26046 3.35540
C 0.00992 2.11995 2.13802
N -0.05939 1.63230 0.89517
C -0.21701 2.72180 0.03323
C -0.32926 2.81040 -1.35233
C -0.46303 4.07298 -1.89678
C -0.48311 5.22428 -1.09766
C -0.36859 5.15004 0.27882
C -0.23857 3.88084 0.82094
N -0.09225 3.44334 2.13748
C 2.53204 -0.73498 2.27347
N 2.14645 -0.44065 1.02433
C 3.31427 -0.40527 0.24565
C 3.56035 -0.00975 -1.06971
C 4.86443 -0.07723 -1.52270
C 5.91136 -0.52189 -0.70498
C 5.69401 -0.86016 0.61870
C 4.38793 -0.76002 1.07522
N 3.83832 -0.94958 2.34232
H 1.40118 -1.83528 3.69374
H 1.97321 -0.28320 4.28318
H -0.44967 -0.69473 3.48750
H 0.96040 1.58741 3.96947
H -0.78180 1.39449 3.95813
H -0.30014 1.93033 -1.98314
H -0.54906 4.18292 -2.96935
H -0.58184 6.19410 -1.56570
H -0.37496 6.03920 0.89580
H -0.07315 4.04671 2.95102
H 2.77946 0.40531 -1.69354
H 5.08940 0.24282 -2.53135
H 6.91512 -0.57567 -1.10367
H 6.50243 -1.18143 1.26242
H 4.36797 -1.17448 3.17641
Se -5.50595 -0.13595 -4.59352
N -3.76720 -0.38084 -4.67115
C -3.30447 -0.39500 -3.44983
C -1.91803 -0.60889 -3.10479
C -0.91393 -0.91618 -4.03562
C 0.36726 -1.18046 -3.58111
C 0.64296 -1.08868 -2.22762
N -0.29247 -0.74904 -1.32241
C -1.57386 -0.55334 -1.75209
C -2.56330 -0.37123 -0.72259
N -2.09867 -0.41637 0.55491
C -2.98534 -0.32864 1.55547
C -4.34834 -0.19570 1.33847
C -4.83072 -0.13987 0.04330
C -3.92176 -0.23152 -1.02090
C -4.29931 -0.21607 -2.41352
N -5.52429 -0.06729 -2.84274
H -1.16065 -0.96357 -5.09020
H 1.15510 -1.46003 -4.26741
H 1.63551 -1.29424 -1.84907
H -2.60207 -0.36680 2.56827
H -5.01960 -0.13593 2.18459
H -5.88974 -0.03748 -0.16202
C -1.50945 -3.66622 1.61670
S 0.12508 -2.96758 1.27696
C 0.59435 -3.87498 -0.21365
H -1.35469 -4.71288 1.87767
H -2.15676 -3.58713 0.74578
H -1.94373 -3.15457 2.47359
H -0.08902 -3.65784 -1.03146
H 0.56721 -4.93657 0.02977
H 1.61562 -3.59497 -0.46775
*
```

## Properties
HOMO-LUMO gap (alpha / beta) in hartree: 0.2619 / 0.1894

No. 5
C30H28BBr4Cl2F4N3O3SeSi2W as an isolated structure, computed with ωB97M-V with the def2-TZVPD basis set.

```
! wB97M-V def2-TZVPD RIJCOSX def2/J DEFGRID3
* xyz 0 1
W -0.06159 -0.58042 0.64600
C 1.77185 -0.40974 -2.66400
Si 2.08823 0.00595 -0.81713
C 3.80242 -0.77930 -0.49244
C 2.40316 1.87626 -0.89881
C 3.54160 2.39243 -1.52012
C 3.76490 3.75821 -1.57984
C 2.83605 4.62797 -1.02262
C 1.69321 4.12337 -0.42315
C 1.46290 2.74917 -0.34971
Si -0.10883 2.03707 0.46770
C -1.51462 2.97178 -0.43082
C -0.10688 2.96471 2.14700
H 2.54433 0.04841 -3.28424
H 0.80678 -0.00979 -2.98465
H 1.76859 -1.48354 -2.86714
H 4.54789 -0.33618 -1.15246
H 3.79649 -1.85620 -0.67965
H 4.14340 -0.61668 0.53304
H 4.26537 1.71842 -1.96643
H 4.65878 4.14369 -2.05464
H 3.00613 5.69704 -1.05733
H 0.97398 4.82029 -0.00503
H -1.23962 4.02719 -0.49014
H -2.45837 2.88952 0.11215
H -1.67139 2.60644 -1.44807
H 0.04644 4.02394 1.93542
H 0.70736 2.64227 2.79786
H -1.04487 2.87223 2.69732
Br -3.22477 1.48436 6.53847
C -1.94240 0.95878 5.26670
C -0.60517 0.79592 5.63488
Br -0.07201 1.02987 7.42437
C 0.34807 0.45416 4.67266
Br 2.17557 0.26353 5.07871
C -0.04162 0.25843 3.36511
O 0.76089 -0.02194 2.32765
C -1.39809 0.32188 3.02163
O -1.63164 0.00675 1.76401
C -2.33958 0.72513 3.94821
Br -4.10722 0.95924 3.35520
Cl -0.79514 -3.65832 -3.23218
C 0.35932 -3.83273 -1.96977
C 1.17656 -4.97325 -1.95921
C 2.11017 -5.15840 -0.97880
Cl 3.12542 -6.55529 -1.02533
C 2.26219 -4.21919 0.06629
C 3.16408 -4.32246 1.14043
C 3.18061 -3.32166 2.07661
C 2.33607 -2.22178 1.94718
N 1.48243 -2.07905 0.94527
C 1.43483 -3.08394 0.02336
C 0.48608 -2.87089 -0.99417
O -0.16564 -1.70997 -0.92485
H 1.05833 -5.70376 -2.74656
H 3.80874 -5.18584 1.22153
H 3.83101 -3.37195 2.93747
H 2.35558 -1.42118 2.67189
F -1.74677 -2.46681 0.82814
B -1.37427 -3.21923 2.01461
F -0.48773 -2.26918 2.65783
F -0.63929 -4.32607 1.63618
F -2.45550 -3.49091 2.79086
C -1.93179 -0.37755 -3.95522
N -2.97614 0.51603 -3.50564
C -3.83003 1.24636 -4.29937
C -4.70264 1.86476 -3.47518
N -4.36983 1.51210 -2.18770
C -5.08600 1.93696 -0.99922
C -3.31276 0.67129 -2.20899
Se -2.56605 -0.14543 -0.69890
H -2.12113 -0.67223 -4.98497
H -1.93629 -1.25358 -3.31371
H -0.95236 0.09449 -3.88425
H -3.74828 1.26827 -5.37119
H -5.52278 2.52457 -3.69463
H -6.15750 1.87504 -1.17983
H -4.82076 2.96095 -0.73773
H -4.81856 1.27925 -0.17593
*
```

## Properties
HOMO-LUMO gap in hartree: 0.2432

No. 6
C30H28BHfN10O4P as an isolated structure, computed with ωB97M-V with the def2-TZVPD basis set.

```
! wB97M-V def2-TZVPD RIJCOSX def2/J DEFGRID3
* xyz 3 2
Hf -0.25145 -0.16259 0.04494
C -2.78128 -0.32591 3.63344
C -1.56597 -0.06224 3.03709
N -1.68496 -0.13115 1.69306
N -2.99210 -0.42190 1.42380
C -3.65099 -0.56485 2.57849
B -3.44763 -0.61172 -0.04850
N -2.69334 -1.89120 -0.57208
C -3.19943 -3.09590 -0.84233
C -2.15673 -3.99810 -1.04462
C -1.01048 -3.26001 -0.87035
N -1.31924 -1.97519 -0.56930
N -2.96100 0.65891 -0.85974
C -3.74411 1.50024 -1.54122
C -2.99618 2.60702 -1.92823
C -1.72803 2.37439 -1.43573
N -1.70088 1.18995 -0.79355
N -4.92379 -0.71328 -0.21185
C -5.91826 0.02411 0.38311
C -7.03281 -0.06621 -0.39699
C -6.63616 -0.86572 -1.49494
N -5.37341 -1.22491 -1.40008
H -3.01160 -0.34192 4.68430
H -0.62153 0.18647 3.49516
H -4.69150 -0.84218 2.59637
H -4.26453 -3.23844 -0.90018
H -2.23901 -5.04381 -1.28456
H 0.01705 -3.58396 -0.94886
H -4.78609 1.27582 -1.70822
H -3.34727 3.46908 -2.46809
H -0.84051 2.98637 -1.48500
H -5.76638 0.56730 1.30048
H -8.00090 0.36286 -0.20723
H -7.22739 -1.18725 -2.33797
O 5.39520 0.70888 2.06720
C 4.81426 -0.23573 2.78221
O 5.33469 -0.80774 3.69201
C 3.39160 -0.61632 2.43817
C 2.72555 -1.64387 3.09723
N 1.50596 -1.75300 2.56691
N 1.30660 -0.85019 1.58702
C 2.46467 -0.15244 1.51286
C 2.48983 0.93035 0.48442
O 3.48562 1.49328 0.12352
O 1.27081 1.14048 -0.01188
H 4.85094 1.08118 1.34901
H 3.07618 -2.27335 3.90165
H 0.78321 -2.41076 2.82568
C -0.59423 -1.29853 -3.83511
P 0.55858 -0.35514 -2.80146
C 2.17967 -1.12686 -2.69923
C 2.45911 -1.98865 -1.63310
C 3.70635 -2.57397 -1.52059
C 4.68438 -2.30180 -2.47409
C 4.40863 -1.45947 -3.54338
C 3.16320 -0.86331 -3.65944
C 0.79585 1.25682 -3.48928
C 1.91709 2.02999 -3.04910
C 2.17486 3.24543 -3.62933
C 1.31483 3.73054 -4.62459
C 0.18133 2.99216 -5.03884
C -0.09362 1.78092 -4.46279
H -0.24640 -1.32057 -4.86848
H -1.59355 -0.86488 -3.77794
H -0.63773 -2.31852 -3.45499
H 1.69248 -2.23464 -0.89684
H 3.92062 -3.24821 -0.70200
H 5.66014 -2.76064 -2.38820
H 5.16469 -1.26828 -4.29290
H 2.95235 -0.21690 -4.50232
H 2.56890 1.65503 -2.26981
H 3.03221 3.82595 -3.31782
H 1.51434 4.69290 -5.07973
H -0.45608 3.38373 -5.82023
H -0.95273 1.21169 -4.79026
*
```

## Properties
HOMO-LUMO gap (alpha / beta) in hartree: 0.2667 / 0.1461

No. 7
C30H28Cl2CrNO7P2S as an isolated structure, computed with ωB97M-V with the def2-TZVPD basis set.

```
! wB97M-V def2-TZVPD RIJCOSX def2/J DEFGRID3
* xyz -2 4
Cr -1.07735 1.30913 -0.85840
Cl -3.65085 1.08915 -0.47952
C -4.24413 2.45178 -1.44800
C -5.52441 2.32597 -1.90260
C -6.15552 3.31077 -2.69285
C -5.36980 4.42527 -2.98617
C -4.03770 4.57896 -2.49422
Cl -3.33614 6.13054 -2.75947
C -3.41213 3.55699 -1.79842
S -1.85940 3.65274 -1.06715
H -6.03482 1.41719 -1.69538
H -7.12824 3.22967 -3.10968
H -5.80975 5.25895 -3.60021
O 0.75658 3.59098 -3.01772
P 1.26223 2.05283 -2.80481
O 2.73988 2.07936 -2.90495
O 0.70667 1.61319 -1.42574
O 0.57257 1.22855 -3.99965
P -0.87448 0.44788 -4.03486
O -0.49606 -1.01331 -3.45845
O -1.38390 0.39152 -5.43977
O -1.57602 1.18684 -2.86113
H -0.14873 3.70810 -2.64654
H -0.66289 -1.06161 -2.50673
C -0.73684 -0.74479 -0.51857
C -0.19351 -1.82771 -0.28909
C 0.36379 -2.98474 0.29039
C 1.20244 -3.78280 -0.61424
C 1.60535 -3.26082 -1.85690
C 2.45463 -3.98909 -2.71792
C 2.78905 -5.34944 -2.39946
C 2.27174 -5.93007 -1.22912
C 1.41252 -5.19209 -0.46947
C 0.31265 -3.05436 1.71583
C 1.18341 -3.93456 2.46479
C 1.04621 -4.12449 3.80012
C 0.14056 -3.36598 4.55690
C -0.64414 -2.45256 3.87551
C -0.59637 -2.32534 2.54727
H 1.48695 -2.23114 -2.15307
H 2.82535 -3.58718 -3.62535
H 3.49230 -5.95628 -2.98209
H 2.48318 -6.98520 -1.02601
H 0.95203 -5.56281 0.44862
H 1.88551 -4.45928 1.84660
H 1.72963 -4.83369 4.23106
H -0.01255 -3.45858 5.60115
H -1.36100 -1.94691 4.44151
H -1.33696 -1.73571 1.99732
C 3.94875 0.47256 1.25818
N 2.78798 1.34223 1.40261
C 2.82126 2.49634 0.43137
C 1.49763 0.45116 1.28814
C 0.41018 1.22250 1.93836
C 0.58584 1.31633 3.31979
C -0.24241 2.08766 4.10450
C -1.32591 2.71589 3.48432
C -1.51493 2.50036 2.11305
C -0.74839 1.71655 1.25452
H 4.79136 1.00396 0.99052
H 3.64279 -0.31094 0.54776
H 4.13477 -0.05276 2.22264
H 2.85443 1.73034 2.38525
H 2.88250 2.17098 -0.56808
H 3.60557 3.11762 0.75436
H 1.91725 3.13816 0.60635
H 1.74458 -0.47415 1.75646
H 1.37597 0.22966 0.21669
H 1.42469 0.78596 3.73308
H -0.12251 2.18678 5.17074
H -2.08903 3.25262 3.93643
H -2.39393 3.01438 1.70962
*
```

## Properties
HOMO-LUMO gap (alpha / beta) in hartree: 0.1540 / 0.1569

no.,maximum force (eV/Å)
1,0.7
2,0.3
3,1.8
4,1.1
5,1.9
6,0.6
7,3.6